[1]
Formula: C42H44CdO3P2S
Source: the OMol25 dataset
Level of theory: wB97M-V/def2-TZVPD

Output
**Kohn-Sham gap**: 0.175 hartree

```
! wB97M-V def2-TZVPD RIJCOSX def2/J DEFGRID3
* xyz 0 1
Cd 2.14074 0.52902 -5.65136
C -2.32480 0.25873 0.57230
C -2.55556 0.09436 -0.73261
C -3.01480 1.15754 -1.69457
C -1.88500 1.97984 -2.38075
C -0.76843 2.39938 -1.46582
C -0.93554 2.80002 -0.19787
C -2.22749 2.85279 0.60006
C -2.58692 1.51570 1.32922
C 1.97527 -0.28926 -3.70476
H -1.95242 -0.58337 1.15661
H -2.27863 -0.86165 -1.19097
H -3.68584 1.84459 -1.16134
H -3.61276 0.67779 -2.49181
H -1.43049 1.38778 -3.18581
H -2.37493 2.84606 -2.86470
H 0.21052 2.54490 -1.93955
H -0.07589 3.16274 0.38316
H -3.09419 3.17242 -0.00230
H -2.11512 3.58984 1.41943
H -2.03760 1.46313 2.28246
H -3.66562 1.50380 1.55685
H 2.29460 -1.33787 -3.75095
H 0.94822 -0.17712 -3.33400
H 2.60491 0.22473 -2.97555
P 0.19050 -2.25381 -8.31323
P 2.13473 0.23914 -8.83370
C -0.46459 -0.68844 -8.94342
C 0.38909 0.29015 -9.32426
C -0.51276 -3.39144 -9.61093
C -1.61058 -3.04541 -10.41097
C -2.08781 -3.92857 -11.38604
C -1.46008 -5.16214 -11.58348
C -0.34480 -5.50689 -10.80626
C 0.13309 -4.62710 -9.83222
C -1.02758 -2.44702 -6.92790
C -0.93029 -1.48638 -5.90313
C -1.70380 -1.60289 -4.75013
C -2.68262 -2.60036 -4.66685
C -2.84444 -3.50097 -5.72451
C -1.99404 -3.45550 -6.83707
C 2.78618 0.86831 -10.46180
C 2.55996 0.06343 -11.59776
C 2.91477 0.52944 -12.86424
C 3.51420 1.78947 -13.00110
C 3.76070 2.57964 -11.87233
C 3.42280 2.10971 -10.59698
C 2.19626 1.73453 -7.76494
C 3.36103 1.89878 -6.91219
C 3.50774 3.12152 -6.20864
C 2.49981 4.07109 -6.25270
C 1.34502 3.86241 -7.00932
C 1.19188 2.71529 -7.78118
H -1.55502 -0.58343 -8.99784
H 0.08043 1.14211 -9.94365
H -2.10042 -2.08130 -10.29029
H -2.95396 -3.64654 -11.98790
H -1.83620 -5.84962 -12.34465
H 0.14669 -6.46912 -10.96378
H 1.00988 -4.89191 -9.23884
H -0.23091 -0.64780 -6.00086
H -1.54819 -0.92992 -3.90226
H -3.32513 -2.67162 -3.78819
H -3.62227 -4.26201 -5.69519
H -2.08481 -4.18468 -7.64462
H 2.07232 -0.90751 -11.48391
H 2.72626 -0.09241 -13.74210
H 3.78000 2.15634 -13.99370
H 4.22103 3.56392 -11.97906
H 3.62513 2.73106 -9.72223
H 4.23691 1.27578 -7.12017
H 4.45629 3.32473 -5.71260
H 2.62396 5.01552 -5.71866
H 0.56157 4.62286 -7.01344
H 0.28030 2.58100 -8.37062
C -0.24593 0.29663 7.86140
C 0.07680 0.07436 6.41774
C 0.30842 -1.22027 5.92479
C 0.63014 -1.42482 4.58119
C 0.71502 -0.33219 3.70367
C 0.50078 0.96337 4.19375
C 0.16562 1.15713 5.53380
S 1.07037 -0.59141 1.94870
O 2.42874 -1.12422 1.96905
O 0.02843 -1.53036 1.55250
O 0.92238 0.76991 1.42556
H -1.14439 -0.25907 8.14372
H 0.56985 -0.04122 8.50830
H -0.41503 1.36018 8.03894
H 0.23255 -2.06834 6.61404
H 0.81083 -2.42898 4.20608
H 0.58615 1.80772 3.51768
H -0.02182 2.16815 5.90813
*
```

Results of the Löwdin charge analysis, in e, for atoms 1 through 5: Cd 1.397; C -0.111; C -0.120; C -0.209; C -0.203

[2]
Formula: C42H44Cl5N4Sn
Source: the OMol25 dataset
Level of theory: wB97M-V/def2-TZVPD

Output
**Kohn-Sham gap**: 0.211 hartree

```
! wB97M-V def2-TZVPD RIJCOSX def2/J DEFGRID3
* xyz 1 1
Sn 0.13914 0.26075 -0.50473
C -6.14195 -0.87308 0.28936
C -5.55165 -0.08817 -0.88589
C -4.20798 0.48707 -0.57042
C -3.90547 1.74880 -0.14340
C -4.83543 2.88965 0.12012
C -5.25599 2.98184 1.58994
C -2.48925 1.77405 0.10580
N -1.93996 0.56145 -0.22044
C -2.97232 -0.24883 -0.61987
C -2.83262 -1.56761 -1.00782
C -1.63957 -2.25723 -1.13749
C -1.50960 -3.57256 -1.69858
C -2.64734 -4.42868 -2.15624
C -3.08530 -4.08371 -3.58275
C -0.17363 -3.84041 -1.78909
C 0.51772 -2.70977 -1.23621
C 1.88650 -2.63269 -1.03646
C 2.53833 -1.67893 -0.27606
N 1.93113 -0.57221 0.26260
C 2.84065 0.01050 1.10499
C 2.60191 1.14682 1.85623
C 1.45135 1.91326 1.83162
N 0.33040 1.64559 1.08402
C -0.52110 2.71432 1.24899
C -1.79889 2.80167 0.72577
C 0.07786 3.67612 2.13445
C 1.28691 3.16947 2.51231
C 2.26711 3.75285 3.47921
C 2.18056 3.09352 4.85840
C -0.53404 4.98260 2.52780
C -0.26268 6.07413 1.48853
C 4.06962 -0.73766 1.08018
C 3.89064 -1.77178 0.20594
C 4.84284 -2.87140 -0.14050
C 4.62850 -4.12512 0.71275
C 5.26688 -0.43153 1.92188
C 5.11738 -0.93917 3.35896
N -0.39466 -1.75643 -0.84601
C 0.47851 -5.09389 -2.27883
C 0.81146 -6.05772 -1.13656
H -7.11190 -1.29285 0.02492
H -6.27615 -0.22843 1.15808
H -5.48483 -1.69208 0.58545
H -6.22987 0.71935 -1.16507
H -5.47650 -0.73710 -1.76167
H -5.72251 2.77727 -0.50487
H -4.36283 3.82487 -0.18938
H -5.77661 2.07606 1.90126
H -5.92401 3.82800 1.74717
H -4.39026 3.10428 2.24244
H -3.73435 -2.09600 -1.28592
H -3.49098 -4.32368 -1.47077
H -2.34823 -5.47692 -2.10778
H -3.40801 -3.04334 -3.65394
H -3.91255 -4.71801 -3.89936
H -2.26090 -4.22073 -4.28346
H 2.48009 -3.45646 -1.40904
H 3.40728 1.49597 2.48795
H -2.34751 3.71141 0.92658
H 2.08351 4.82418 3.57049
H 3.28087 3.65522 3.08314
H 1.18579 3.22380 5.28566
H 2.90598 3.53105 5.54336
H 2.37472 2.02178 4.79411
H -0.13760 5.28743 3.49730
H -1.61047 4.86295 2.66824
H 0.80937 6.23464 1.36977
H -0.71863 7.01739 1.78706
H -0.66438 5.79402 0.51345
H 5.86473 -2.51293 -0.00889
H 4.74361 -3.12148 -1.19931
H 4.77881 -3.90461 1.76971
H 5.32738 -4.91061 0.42731
H 3.61491 -4.51246 0.59839
H 5.44483 0.64653 1.92791
H 6.14951 -0.88112 1.46493
H 4.24750 -0.49533 3.84552
H 5.99966 -0.69339 3.94889
H 4.98754 -2.02146 3.37605
H 1.38457 -4.84596 -2.83664
H -0.18711 -5.58595 -2.98970
H 1.48794 -5.59582 -0.41560
H 1.28508 -6.96190 -1.51732
H -0.09302 -6.34591 -0.59975
Cl -1.43473 -0.11027 -3.49257
C -0.08648 0.96544 -3.54870
C 0.64354 1.20635 -2.38883
C 1.70947 2.09707 -2.48617
Cl 2.67710 2.41507 -1.09306
C 2.03657 2.73734 -3.67845
Cl 3.34704 3.83983 -3.74488
C 1.28688 2.47295 -4.82234
Cl 1.67452 3.24460 -6.29853
C 0.21978 1.57932 -4.76074
Cl -0.70410 1.24476 -6.16491
*
```

Results of the Löwdin charge analysis, in e, for atoms 1 through 5: Sn 1.412; C -0.070; C -0.177; C -0.109; C -0.108

[3]
Formula: C42H44FeN2O2PS2
Source: the OMol25 dataset
Level of theory: wB97M-V/def2-TZVPD

Output
**Kohn-Sham gap (spin up / spin down)**: 0.232 / 0.266 hartree

```
! wB97M-V def2-TZVPD RIJCOSX def2/J DEFGRID3
* xyz 2 2
Fe 0.08059 -0.16450 -0.13902
C -1.40650 0.73118 4.59983
C -0.80550 -0.11257 3.47121
C -1.51970 -1.45488 3.36050
C -0.82790 0.68526 2.19254
C -1.90880 0.65493 1.31110
C -1.92535 1.43023 0.14882
C -0.86150 2.27201 -0.17539
C -0.90452 3.16242 -1.37375
C 0.22760 2.32086 0.73416
C 0.23325 1.55964 1.88871
H -1.36786 0.18305 5.53880
H -2.44983 0.96711 4.39023
H -0.87047 1.66923 4.73552
H 0.24840 -0.29784 3.70220
H -2.60176 -1.32755 3.30293
H -1.31801 -2.05339 4.24658
H -1.19265 -2.02331 2.49024
H -2.75710 0.02267 1.53064
H -2.78811 1.39974 -0.50260
H -0.02192 3.05909 -1.99422
H -0.95049 4.20336 -1.05107
H -1.78174 2.96059 -1.98377
H 1.06166 2.97966 0.52324
H 1.08338 1.59628 2.55571
O 3.75612 -1.24650 0.85916
C 2.92459 -0.50158 0.43801
O 1.67131 -0.48179 0.87163
C 3.15431 0.57344 -0.61431
P 1.67614 0.49540 -1.66620
C 1.86203 -1.05901 -2.61455
C 3.05716 -1.77482 -2.64192
C 3.15952 -2.94038 -3.38711
C 2.07954 -3.39375 -4.12621
C 0.88640 -2.68222 -4.11141
C 0.77760 -1.52945 -3.35710
C 1.71032 1.80407 -2.89130
C 1.17129 1.65404 -4.16769
C 1.24469 2.70422 -5.06606
C 1.84636 3.90210 -4.70191
C 2.37811 4.05994 -3.43017
C 2.30526 3.01711 -2.52296
H 4.08008 0.47403 -1.18284
H 3.18710 1.52779 -0.08216
H 3.91616 -1.45464 -2.07288
H 4.09500 -3.47983 -3.40233
H 2.17675 -4.28356 -4.73490
H 0.04796 -3.01209 -4.71081
H -0.15848 -0.98804 -3.36295
H 0.71245 0.72662 -4.47463
H 0.83618 2.58359 -6.05859
H 1.90678 4.71234 -5.41412
H 2.85101 4.98887 -3.14547
H 2.72319 3.15222 -1.53442
S -1.87195 -1.20830 -1.14149
C -1.71931 -2.87254 -1.28793
N -2.66432 -3.69418 -1.67071
C -2.40979 -5.13791 -1.65243
C -0.99287 -5.40202 -2.10267
N -0.06898 -4.64265 -1.26013
C 1.20846 -5.28905 -0.91232
C 0.96436 -6.45931 -0.00327
C 1.13329 -7.75884 -0.46330
C 0.88632 -8.83328 0.37912
C 0.46777 -8.60869 1.68070
C 0.30081 -7.31001 2.14596
C 0.55131 -6.23755 1.30859
C -0.41060 -3.44402 -0.85413
S 0.49510 -2.45014 0.17611
C -4.04894 -3.27394 -1.93770
C -4.96060 -3.82984 -0.87396
C -4.77133 -3.46528 0.45731
C -5.59112 -3.98629 1.44142
C -6.60887 -4.86965 1.10163
C -6.80326 -5.23078 -0.22033
C -5.97664 -4.71499 -1.20866
H -3.13096 -5.60968 -2.31857
H -2.58653 -5.50911 -0.63886
H -0.82615 -5.10528 -3.14349
H -0.75106 -6.45870 -1.98682
H 1.83966 -4.52493 -0.46030
H 1.65947 -5.59180 -1.85983
H 1.47507 -7.93671 -1.47502
H 1.02830 -9.84241 0.02180
H 0.28182 -9.44326 2.34055
H -0.00915 -7.13692 3.16622
H 0.44356 -5.22732 1.68322
H -4.31011 -3.65950 -2.92509
H -4.05471 -2.18426 -1.97899
H -3.98613 -2.76738 0.72263
H -5.44760 -3.70183 2.47277
H -7.25218 -5.27141 1.87055
H -7.59678 -5.91388 -0.48488
H -6.13182 -4.99550 -2.24154
*
```

Results of the Löwdin charge analysis, in e, for atoms 1 through 5: Fe 0.217; C -0.036; C -0.370; C -0.059; C -0.205

| no. | total energy (eV) | strongest force on any atom (eV Å⁻¹) |
| --- | --- | --- |
| 1 | -84381.853 | 2.67 |
| 2 | -118670.416 | 0.13 |
| 3 | -116676.894 | 1.70 |